ORCA calculation (wB97M-V/def2-TZVPD) on a structure of composition C17H15AsBF2N2PReS4 at a distorted geometry.

Computed properties:
Net charge: +3
LUMO energy (spin up / spin down) in eV: -12.2 / -12.2
HOMO (spin up / spin down) in eV: -17.9 / -17.9
E_tot in eV: -142537.814
Kohn-Sham gap (spin up / spin down) in Ha: 0.20847 / 0.20972

```
44
Properties=species:S:1:pos:R:3:forces:R:3
Re -1.6299 -0.5673 -0.0611 0.974 0.452 1.159
As -4.0085 -2.7928 -0.1381 0.973 0.608 -0.430
S -3.7760 -0.5538 -0.5314 -0.692 -0.190 -0.294
S -5.1785 -3.6232 1.3971 -0.422 -0.579 -1.373
S -1.6924 -2.7494 -0.0374 -0.121 -0.191 -0.142
S -5.1632 -4.0818 -1.3504 -0.377 -0.067 1.601
P 0.6903 -0.3213 -0.6101 -0.344 0.313 -0.462
F -2.8180 -1.2569 2.7241 -0.049 -0.120 0.172
F -2.2214 0.9473 2.4835 -0.016 0.012 0.070
N 0.6873 1.2243 -1.2467 0.417 -0.152 0.069
N -1.5506 1.4857 -0.6790 -0.022 0.531 -0.340
C 0.8056 1.3747 3.0759 0.051 0.052 0.082
C 0.3578 -0.9670 3.4684 0.020 -0.040 -0.027
C -2.6553 2.3114 -0.6193 0.176 -0.022 0.050
C -1.4537 4.1594 -1.5127 -0.247 0.110 0.032
C 2.7400 -2.1214 -0.6463 -0.060 0.124 -0.025
C -0.3308 3.3773 -1.5817 0.086 -0.299 0.076
C -2.6458 3.6162 -1.0112 0.130 -0.110 0.009
C 2.4134 -0.8174 -2.6842 -0.162 -0.022 -0.018
C 0.3896 -1.2097 2.1012 0.380 -0.392 0.086
C -0.4086 2.0479 -1.1639 -0.323 0.012 -0.064
C 0.8048 1.1566 1.7233 -0.164 -0.163 -0.309
C 0.5646 0.3168 3.9535 0.010 -0.110 0.085
C 2.0501 -1.1308 -1.3661 0.135 -0.457 0.275
C 4.1662 -2.4564 -2.5451 0.010 -0.012 -0.007
C 0.6046 -0.1528 1.1846 -0.117 0.636 0.130
C 3.7968 -2.7797 -1.2430 0.022 0.007 -0.031
C 3.4792 -1.4811 -3.2603 0.058 -0.024 0.009
B -2.2747 -0.2816 2.0490 -0.029 0.018 -0.279
H 3.7756 -1.2414 -4.2718 -0.001 0.006 -0.012
H -3.5522 1.8805 -0.2028 -0.016 0.010 -0.003
H 0.6008 3.7700 -1.9653 0.035 -0.032 0.000
H 4.3436 -3.5344 -0.6950 0.000 0.005 0.009
H 2.4785 -2.3523 0.3785 -0.012 -0.003 0.026
H -1.4177 5.1890 -1.8442 -0.007 0.014 0.006
H 1.0052 2.3624 3.4689 -0.016 0.024 -0.036
H 0.2106 -1.7928 4.1513 -0.008 -0.002 0.004
H -3.5447 4.2081 -0.9276 -0.023 0.012 0.001
H 0.3701 -2.2388 1.7653 -0.175 0.036 -0.059
H 5.0000 -2.9688 -3.0071 -0.009 0.002 0.004
H 1.5632 1.6433 -1.5388 -0.033 -0.016 -0.069
H 0.5642 0.4971 5.0217 -0.009 -0.023 -0.010
H 0.9900 1.9877 1.0583 0.005 0.025 0.017
H 1.8702 -0.0829 -3.2644 -0.026 0.018 0.018
```
Forces are in eV/Å.



ORCA calculation (wB97M-V/def2-TZVPD) on a cluster of 2 separate species, C7H14 in total.

Computed properties:
LUMO energy in eV: 1.1
HOMO in eV: -6.9
E_tot in eV: -7480.443
Kohn-Sham gap in Ha: 0.29372

```
21
Properties=species:S:1:pos:R:3:forces:R:3
C 2.0941 -0.8990 1.4153 0.160 0.054 0.223
C 0.3086 0.6702 0.5382 0.057 0.025 -0.022
C 0.7712 -0.7170 0.9136 -0.155 0.070 0.103
C -1.1921 1.0190 -1.5908 0.029 -0.093 -0.165
C 0.6064 -1.6678 -0.9796 -0.088 -0.076 -0.229
C -1.4966 2.1325 -0.6300 -0.049 0.171 0.061
C -1.0505 0.7929 -0.1135 -0.010 -0.113 0.102
H -1.8267 0.1862 0.3532 0.114 0.097 -0.080
H 1.0191 -2.6854 -1.0287 -0.005 0.136 0.082
H 2.3204 -1.7346 2.0655 -0.034 0.117 -0.111
H 1.0782 1.1539 -0.0769 -0.104 -0.064 0.072
H -2.5327 2.4241 -0.4832 0.175 -0.068 -0.032
H 1.0054 -1.0522 -1.7930 -0.020 -0.046 0.137
H -0.7894 2.9567 -0.5678 -0.096 -0.158 -0.010
H 0.0029 -1.3765 1.3131 0.112 0.097 -0.054
H -0.4828 -1.7175 -1.0473 0.158 0.024 0.051
H 1.5824 -1.3763 0.1425 -0.104 -0.116 -0.269
H 2.8348 -0.1247 1.2502 -0.112 -0.104 0.022
H -0.2799 1.0908 -2.1778 -0.139 -0.007 0.123
H 0.3083 1.2064 1.4986 -0.013 -0.040 -0.100
H -2.0172 0.5396 -2.1099 0.122 0.092 0.097
```
Forces are in eV/Å.



ORCA calculation (wB97M-V/def2-TZVPD) on an isolated molecule of C5H8N4 at a distorted geometry.

Computed properties:
LUMO energy (spin up / spin down) in eV: -1.3 / -1.3
HOMO (spin up / spin down) in eV: -7.4 / -7.4
E_tot in eV: -11269.551
Kohn-Sham gap (spin up / spin down) in Ha: 0.22343 / 0.22306

```
17
Properties=species:S:1:pos:R:3:forces:R:3
N 0.7456 -1.6565 0.5300 0.733 -0.865 -2.844
N -0.9850 1.7466 -0.6794 -0.458 1.806 -1.055
N 1.1259 -0.5477 0.1216 0.708 -0.152 2.658
N -3.6119 -0.4182 -0.5088 -0.983 -0.206 -0.542
C 0.7519 0.7044 0.7481 1.828 0.492 -2.020
C -2.6281 -0.4151 0.0849 -2.105 -0.551 -0.752
C -0.7579 0.8479 0.1690 1.175 0.093 1.372
C 1.7378 -0.3740 -1.2026 -1.065 -3.889 -0.164
C -1.4345 -0.2558 0.6909 0.394 -0.042 1.594
H 0.4173 -1.9231 1.4474 -0.207 1.650 0.518
H 1.0598 0.2762 -1.7182 -0.092 0.269 -0.731
H 1.6247 1.3730 0.4219 -1.976 -0.103 0.379
H 0.7736 0.6334 1.8138 -0.360 -0.206 0.680
H 2.7083 0.0355 -1.0755 0.834 0.385 0.030
H -1.3423 -0.6102 1.7175 0.181 0.303 -0.238
H -1.9625 2.0614 -0.9559 1.376 -1.427 0.805
H 1.7772 -1.4776 -1.6045 0.017 2.443 0.310
```
Forces are in eV/Å.



ORCA calculation (wB97M-V/def2-TZVPD) on a cluster of 2 separate species, C6H12N3 in total at a distorted geometry.

Computed properties:
Net charge: +1
LUMO energy in eV: -3.7
HOMO in eV: -11.5
E_tot in eV: -10877.416
Kohn-Sham gap in Ha: 0.28759

```
21
Properties=species:S:1:pos:R:3:forces:R:3
N 1.4989 1.6480 -1.1792 0.311 0.665 -0.016
N 2.3570 0.3742 0.5480 0.486 0.638 0.213
N -3.4850 0.9115 0.6769 -0.029 -0.034 -0.013
C 0.3406 -1.3601 -1.2201 1.416 2.521 0.993
C 2.3622 -0.8352 1.3326 -0.050 -0.603 0.408
C -2.8687 -0.1002 0.0483 0.206 0.003 -0.007
C 1.6017 0.5447 -0.4878 -2.007 -2.972 -1.277
C -0.9050 -1.2315 -0.8583 -0.377 -0.045 -0.050
C -1.5309 -0.1777 -0.1378 -0.084 0.256 0.164
H -1.5519 -2.0500 -1.1811 0.121 -0.117 -0.103
H 3.3830 -1.1372 1.5478 0.063 -0.014 0.000
H 2.9596 1.1212 0.8961 -0.201 -0.044 -0.186
H 2.0404 2.4821 -0.9661 -0.132 -0.111 -0.069
H 1.0504 -1.9400 -1.7489 0.383 -0.262 -0.240
H -2.9458 1.6909 1.0101 -0.148 0.062 0.066
H 1.8278 -0.6850 2.2709 0.037 -0.005 -0.002
H 1.8644 -1.6192 0.7671 0.044 0.047 0.065
H -3.5176 -0.8806 -0.3217 -0.093 -0.100 -0.040
H 0.8874 1.6889 -1.9758 0.021 -0.068 -0.021
H -4.4842 0.9479 0.7513 0.011 0.038 0.040
H -0.8844 0.6073 0.2275 0.019 0.145 0.074
```
Forces are in eV/Å.